# 1
A cluster of 5 separate species, C36H73N4O6 in total at a distorted geometry. Source: OMol25; level of theory: the ωB97M-V functional and the def2-TZVPD basis.

Its energy above the lowest of the compared OMol25 structures with the same formula, charge and spin is 3.4429 eV. Its charge is +3. For the LUMO energy, the calculation gives -9.70 eV.

Last column: Löwdin charge in e.
Geometry (Å):
C 1.74 -2.01 1.51  0.03
C 3.12 -1.73 0.79  -0.40
C 3.53 -2.95 -0.10  -0.12
C 4.52 -2.63 -1.23  -0.13
C 3.78 -1.55 -2.07  -0.12
C 3.67 -0.15 -1.33  -0.40
N 3.00 -0.47 -0.01  0.11
O 2.32 0.45 0.59  0.17
C 2.71 0.70 -2.17  -0.02
C 5.01 0.61 -1.15  0.03
C 4.26 -1.61 1.82  0.00
H 1.85 -2.99 1.97  0.11
H 0.90 -1.97 0.82  0.08
H 1.61 -1.27 2.30  0.08
H 2.64 -3.32 -0.61  0.12
H 3.86 -3.74 0.57  0.13
H 4.73 -3.52 -1.82  0.12
H 5.48 -2.28 -0.85  0.11
H 2.83 -1.85 -2.52  0.09
H 4.36 -1.46 -2.99  0.13
H 1.71 0.25 -2.16  0.07
H 3.06 0.89 -3.18  0.11
H 2.63 1.71 -1.76  0.09
H 5.77 -0.12 -0.89  0.08
H 4.91 1.25 -0.28  0.10
H 5.37 1.13 -2.04  0.11
H 4.54 -2.55 2.29  0.11
H 4.04 -0.90 2.62  0.10
H 5.20 -1.21 1.44  0.09
C 2.44 -3.38 -8.80  -0.01
C 2.25 -3.33 -7.31  -0.45
C 2.32 -1.81 -6.89  -0.08
C 1.84 -1.61 -5.43  -0.14
C 0.41 -2.20 -5.19  -0.10
C 0.36 -3.72 -5.53  -0.40
N 0.95 -4.01 -6.87  0.10
O 0.58 -5.12 -7.47  0.21
C -1.18 -4.06 -5.62  0.00
C 1.13 -4.58 -4.47  0.01
C 3.38 -4.08 -6.65  -0.01
H 3.36 -2.83 -9.01  0.11
H 1.60 -2.88 -9.27  0.11
H 2.61 -4.41 -9.11  0.10
H 1.67 -1.34 -7.62  0.13
H 3.33 -1.44 -7.03  0.13
H 1.74 -0.54 -5.25  0.11
H 2.42 -1.95 -4.57  0.08
H -0.35 -1.74 -5.83  0.13
H 0.06 -2.09 -4.17  0.11
H -1.19 -5.15 -5.63  0.08
H -1.67 -3.77 -6.55  0.10
H -1.78 -3.79 -4.76  0.10
H 0.63 -4.79 -3.53  0.11
H 2.12 -4.20 -4.20  0.06
H 1.38 -5.57 -4.84  0.10
H 3.39 -3.94 -5.57  0.06
H 4.37 -3.72 -6.94  0.12
H 3.38 -5.16 -6.79  0.11
C -0.59 5.53 4.29  -0.01
C 0.17 4.78 3.13  -0.42
C 0.17 3.26 3.63  -0.08
C 0.39 2.24 2.45  -0.19
C -0.66 2.40 1.39  -0.14
C -0.82 3.84 0.83  -0.38
N -0.68 4.93 1.89  0.10
O -1.12 6.11 1.51  0.20
C -2.21 3.90 0.15  0.00
C 0.38 4.03 -0.18  0.03
C 1.55 5.37 2.91  0.01
H -0.49 6.60 4.10  0.09
H -0.10 5.50 5.26  0.11
H -1.64 5.25 4.38  0.09
H -0.74 3.02 4.17  0.11
H 1.01 3.15 4.31  0.13
H 0.50 1.28 2.97  0.11
H 1.37 2.21 1.96  0.08
H -1.57 2.09 1.90  0.12
H -0.46 1.65 0.62  0.12
H -3.09 3.86 0.79  0.09
H -2.39 3.21 -0.68  0.11
H -2.20 4.85 -0.40  0.09
H 0.46 5.09 -0.38  0.10
H 0.39 3.37 -1.05  0.11
H 1.35 3.82 0.28  0.07
H 2.21 5.19 3.77  0.11
H 1.42 6.45 2.83  0.11
H 2.11 4.85 2.13  0.09
C -3.33 -1.34 2.77  -0.10
C -3.58 -0.72 4.10  -0.25
C -4.74 0.31 3.99  -0.08
N -5.45 0.79 5.33  -0.25
C -6.00 -0.33 6.24  0.06
C -4.44 1.66 6.11  -0.06
C -5.28 2.75 6.86  -0.13
C -6.63 2.62 6.29  -0.17
C -6.59 1.74 5.07  -0.12
H -4.18 -1.79 2.28  0.10
H -2.51 -2.05 2.92  0.09
H -2.93 -0.56 2.12  0.07
H -2.70 -0.33 4.61  0.11
H -3.90 -1.53 4.77  0.11
H -5.60 -0.04 3.41  0.13
H -4.40 1.21 3.48  0.12
H -6.71 -0.87 5.61  0.12
H -6.43 0.12 7.13  0.11
H -5.14 -0.94 6.53  0.10
H -3.93 0.88 6.67  0.13
H -3.80 2.06 5.32  0.11
H -5.08 2.55 7.92  0.13
H -4.80 3.72 6.74  0.12
H -7.27 2.14 7.04  0.12
H -7.22 3.51 6.05  0.14
H -7.50 1.19 4.84  0.14
H -6.37 2.32 4.18  0.14
O 0.10 -1.87 -1.76  0.01
C -0.79 -0.95 -1.30  -0.88
O -1.44 -1.37 -0.34  -0.04
O -0.59 0.24 -1.57  -0.04
H -0.25 -2.44 -1.05  0.08

=====

# 2
A cluster of 5 separate species, C36H74NO5Si in total at a distorted geometry. Source: OMol25; level of theory: the ωB97M-V functional and the def2-TZVPD basis.

Its charge is -1. For the LUMO energy, the calculation gives 2.23 eV.

Last column: Löwdin charge in e.
Geometry (Å):
C 3.29 -0.59 -2.61  -0.17
Si 1.44 -0.89 -2.74  0.62
C 1.07 -2.49 -3.68  -0.17
C 0.51 0.50 -3.62  -0.23
C 1.28 1.82 -3.78  -0.25
C 1.59 2.56 -2.47  -0.22
C 0.72 3.80 -2.22  -0.21
C -0.49 3.45 -1.37  -0.24
C -1.61 4.49 -1.29  -0.21
C -2.82 3.75 -0.68  -0.24
C -3.91 3.38 -1.72  -0.28
C -3.86 1.90 -2.16  -0.25
C -5.23 1.24 -2.15  -0.30
C -5.13 -0.31 -2.07  -0.16
C -3.75 -0.81 -2.46  -0.52
N -3.27 -0.58 -3.80  0.09
O -3.05 -1.41 -1.67  0.04
C 0.61 -1.14 -1.04  -0.24
C -0.05 -0.16 -0.40  -0.11
C -0.68 -0.34 0.78  -0.09
C -0.68 -1.55 1.37  -0.09
C 0.03 -2.56 0.74  -0.12
C 0.64 -2.37 -0.43  -0.11
H 3.80 -1.37 -2.05  0.02
H 3.55 0.40 -2.24  0.02
H 3.71 -0.64 -3.62  0.03
H -0.01 -2.54 -3.75  0.04
H 1.35 -3.34 -3.05  0.01
H 1.56 -2.54 -4.65  0.02
H -0.47 0.62 -3.16  0.07
H 0.30 0.13 -4.63  0.07
H 0.67 2.48 -4.40  0.10
H 2.22 1.67 -4.32  0.09
H 2.60 2.95 -2.56  0.09
H 1.60 1.91 -1.60  0.09
H 1.34 4.48 -1.63  0.10
H 0.49 4.34 -3.14  0.10
H -0.17 3.22 -0.36  0.12
H -0.95 2.56 -1.82  0.09
H -1.33 5.27 -0.57  0.09
H -1.84 4.92 -2.26  0.10
H -2.44 2.82 -0.27  0.07
H -3.23 4.30 0.18  0.08
H -3.80 4.06 -2.58  0.08
H -4.87 3.52 -1.22  0.07
H -3.57 1.96 -3.22  0.02
H -5.85 1.58 -1.31  0.08
H -5.82 1.47 -3.06  0.08
H -5.41 -0.72 -1.10  0.10
H -5.84 -0.72 -2.80  0.09
H -3.10 0.41 -3.93  0.04
H -3.95 -0.94 -4.46  0.07
H -0.09 0.82 -0.86  0.07
H -1.20 0.51 1.20  0.11
H -1.21 -1.67 2.29  0.10
H 0.03 -3.53 1.20  0.09
H 1.14 -3.21 -0.89  0.10
C 2.74 -3.02 5.18  -0.07
C 1.30 -3.08 4.71  -0.27
O 0.93 -4.31 4.12  -0.17
C 1.04 -5.46 4.93  -0.29
C 0.19 -5.43 6.19  -0.07
H 3.42 -3.29 4.37  0.08
H 2.98 -2.02 5.52  0.06
H 2.93 -3.71 6.01  0.07
H 1.14 -2.33 3.94  0.12
H 0.62 -2.84 5.54  0.11
H 2.10 -5.64 5.19  0.11
H 0.73 -6.30 4.31  0.09
H 0.52 -4.65 6.89  0.07
H 0.24 -6.38 6.71  0.08
H -0.86 -5.21 5.94  0.08
C 0.57 2.62 5.96  -0.08
C 0.56 1.10 6.09  -0.28
O 1.85 0.52 6.07  -0.17
C 2.73 0.91 7.10  -0.29
C 2.23 0.56 8.50  -0.08
H 1.14 2.92 5.08  0.08
H -0.45 2.99 5.87  0.08
H 1.02 3.09 6.83  0.06
H 0.03 0.68 5.24  0.12
H 0.01 0.79 6.99  0.11
H 2.96 1.98 7.03  0.11
H 3.66 0.38 6.92  0.11
H 1.34 1.13 8.76  0.07
H 3.00 0.77 9.24  0.07
H 1.98 -0.50 8.55  0.08
C -1.76 -5.98 3.14  -0.07
C -1.99 -6.84 1.91  -0.28
O -3.20 -6.56 1.23  -0.16
C -3.30 -5.23 0.73  -0.27
C -2.22 -4.89 -0.28  -0.07
H -2.62 -6.02 3.81  0.09
H -0.87 -6.32 3.67  0.04
H -1.60 -4.93 2.86  0.07
H -2.07 -7.89 2.22  0.11
H -1.14 -6.78 1.22  0.11
H -3.31 -4.51 1.55  0.11
H -4.27 -5.17 0.25  0.12
H -1.23 -4.86 0.19  0.04
H -2.41 -3.90 -0.71  0.07
H -2.19 -5.63 -1.08  0.08
C 4.69 4.70 -5.88  -0.08
C 3.40 4.27 -6.56  -0.28
O 2.24 4.66 -5.86  -0.17
C 2.04 6.05 -5.68  -0.28
C 1.91 6.82 -6.98  -0.08
H 4.71 4.36 -4.84  0.08
H 5.55 4.28 -6.40  0.07
H 4.81 5.79 -5.88  0.06
H 3.37 3.18 -6.60  0.12
H 3.36 4.63 -7.59  0.11
H 2.84 6.47 -5.05  0.11
H 1.11 6.14 -5.11  0.12
H 2.84 6.81 -7.55  0.06
H 1.65 7.86 -6.78  0.07
H 1.14 6.37 -7.61  0.08